# 1
The following is a quantum chemistry calculation of a gas-phase ion, C6H11N3OS (charge +2) in a non-equilibrium geometry, from the OMol25 dataset.

Each line ends with the Mulliken charge.
CARTESIAN COORDINATES (ANGSTROEM)
1 S 0.458 2.272 0.416  -0.047
2 O 1.626 -0.122 0.050  -0.422
3 N -1.685 -0.673 -2.661  -0.211
4 N 1.062 -0.838 2.643  -0.284
5 N -0.693 0.611 2.684  -0.358
6 C 0.276 0.000 2.034  0.445
7 C 1.654 -0.192 -1.293  -0.623
8 C -1.030 -0.035 -0.354  -0.441
9 C 0.500 0.466 0.620  0.348
10 C -0.741 -0.246 -1.633  0.538
11 C 0.617 -0.209 -2.121  -0.530
12 H -1.920 -0.030 0.327  0.351
13 H 1.013 -1.004 3.633  0.262
14 H 2.720 -0.295 -1.475  0.484
15 H 1.524 2.562 1.245  0.240
16 H -1.887 -1.701 -2.558  0.426
17 H -2.556 -0.036 -2.703  0.445
18 H 1.934 -1.040 2.155  0.275
19 H 0.966 -0.277 -3.231  0.249
20 H -1.082 0.366 3.580  0.242
21 H -1.386 1.213 2.262  0.238
22 H -1.370 -0.792 -3.617  0.373

The gap between HOMO and LUMO is 9.254 eV. As for the SMILES: NC(=[NH2+])[C@]1(S)C=C([NH3+])C=CO1. As for the net charge: +2. For the HOMO energy, the calculation gives -16.4957 eV. The calculation puts the energy relative to the best compared isomer or geometry (same formula, charge and spin) at 23.1 kcal per mole.

---

# 2
The following is a quantum chemistry calculation of a single C4H8BF4O3PS molecule, from the OMol25 dataset.

Each line ends with the Mulliken charge.
CARTESIAN COORDINATES (ANGSTROEM)
1 S -1.459 -0.427 -1.333  1.123
2 P 1.316 1.343 -0.528  -0.020
3 F 0.317 -2.769 -0.118  -0.285
4 F 2.141 -1.885 -0.996  -0.311
5 F 2.297 -2.528 1.686  -0.262
6 F 0.596 -1.204 2.087  -0.247
7 O 0.813 2.107 -1.902  -0.427
8 O -1.742 -1.733 -1.882  -0.668
9 O -1.708 0.757 -2.126  -0.626
10 C -2.357 -0.281 0.206  -0.897
11 C 1.656 -1.432 1.261  0.169
12 C 1.087 -1.645 -0.148  0.903
13 C 0.254 2.096 0.774  -0.760
14 B 0.324 -0.331 -0.670  -0.110
15 H 1.572 2.584 -2.272  0.350
16 H -0.775 2.231 0.427  0.193
17 H 0.242 1.415 1.638  0.259
18 H 0.680 3.054 1.082  0.384
19 H -2.669 0.758 0.319  0.317
20 H 2.337 -0.576 1.316  0.274
21 H -3.212 -0.960 0.138  0.390
22 H -1.711 -0.575 1.043  0.250

The gap between HOMO and LUMO is 7.615 eV. As for the SMILES: CP(O)B(C(F)(F)C(F)F)S(C)(=O)=O. For the HOMO energy, the calculation gives -9.4545 eV.

---

# 3
The following is a quantum chemistry calculation of a molecular structure, C17H23BF4N3O3Pd, from the OMol25 dataset.

Each line ends with the Mulliken charge.
CARTESIAN COORDINATES (ANGSTROEM)
1 Pd 0.199 0.076 0.995  1.081
2 F 1.768 -2.828 -0.895  -0.268
3 F -0.276 -2.295 -1.823  -0.364
4 F 0.040 -2.076 0.463  -0.485
5 F 1.054 -0.623 -0.971  -0.568
6 O 2.292 -0.005 1.605  -0.075
7 O -0.633 0.251 3.050  0.437
8 O 0.613 2.156 1.545  -0.369
9 N -0.594 0.331 -2.644  -0.061
10 N -1.678 -0.050 -2.341  0.183
11 N -2.043 0.137 -0.012  0.226
12 C -3.872 -0.214 -1.599  -0.321
13 C -0.482 -0.821 -4.806  -0.146
14 C 2.944 -1.236 2.004  -0.714
15 C -0.510 -0.871 3.959  -0.884
16 C -2.530 -0.010 -1.269  0.407
17 C 2.315 -0.281 -4.739  -0.704
18 C 1.545 0.169 -3.710  -0.069
19 C 0.297 -1.270 -5.823  -0.635
20 C 0.153 -0.123 -3.738  0.652
21 C -4.347 -0.054 0.705  -0.888
22 C -0.384 1.525 3.685  -0.594
23 C -4.817 -0.211 -0.579  -0.633
24 C 2.035 2.349 1.773  -0.679
25 C 1.704 -1.002 -5.803  -0.293
26 C -2.962 0.101 0.937  -0.384
27 C 2.682 1.131 2.391  -0.452
28 C -0.289 2.566 2.593  -0.631
29 B 0.667 -2.071 -0.843  0.815
30 H 1.955 0.716 -2.875  0.532
31 H 0.493 -0.892 4.388  0.289
32 H 0.528 1.457 4.278  0.371
33 H 2.184 3.230 2.398  0.403
34 H -1.251 2.706 2.099  0.274
35 H 2.451 2.541 0.786  0.335
36 H -2.599 0.193 1.954  0.686
37 H 2.399 0.971 3.433  0.324
38 H 3.380 -0.093 -4.763  0.463
39 H -0.696 -1.773 3.383  0.294
40 H -1.249 -0.770 4.752  0.290
41 H 2.627 -2.010 1.311  0.221
42 H 3.769 1.241 2.349  0.540
43 H -0.125 -1.832 -6.645  0.465
44 H 4.022 -1.096 1.932  0.282
45 H -4.149 -0.360 -2.635  0.481
46 H 2.668 -1.495 3.027  0.294
47 H 2.317 -1.357 -6.624  0.456
48 H 0.027 3.527 3.000  0.413
49 H -1.548 -1.003 -4.780  0.509
50 H -5.015 -0.060 1.556  0.496
51 H -5.868 -0.345 -0.793  0.481
52 H -1.212 1.757 4.359  0.514

As for the spin multiplicity: 5. The gap between HOMO and LUMO (alpha / beta) is 7.134 / 5.519 eV. As for the net charge: +3. For the HOMO energy (alpha / beta), the calculation gives -18.9572 / -19.3427 eV. The calculation puts the energy relative to the best compared isomer or geometry (same formula, charge and spin) at 1.1 kcal per mole.

---

# 4
The following is a quantum chemistry calculation of a molecular structure, C3H8N2O2 in a non-equilibrium geometry, from the OMol25 dataset.

Each line ends with the Mulliken charge.
CARTESIAN COORDINATES (ANGSTROEM)
1 O -1.736 0.570 1.222  -0.550
2 O 0.062 1.649 -0.007  -0.703
3 N 2.261 0.972 -0.143  -0.568
4 N 0.508 -0.677 -0.422  -0.388
5 C -0.783 -0.975 -0.538  -0.559
6 C -1.363 -0.674 1.198  -0.236
7 C 0.893 0.711 -0.457  0.500
8 H -2.158 -1.437 1.255  0.338
9 H 0.910 0.629 -1.614  0.185
10 H -1.453 -0.228 -0.992  0.316
11 H -1.002 -2.016 -0.811  0.436
12 H -0.901 1.181 0.745  0.447
13 H 2.307 1.319 0.802  0.252
14 H -0.486 -0.967 1.798  0.287
15 H 2.831 0.139 -0.255  0.243

The gap between HOMO and LUMO (alpha / beta) is 7.302 / 7.302 eV. For the HOMO energy (alpha / beta), the calculation gives -9.1960 / -9.1974 eV. The calculation puts the energy relative to the best compared isomer or geometry (same formula, charge and spin) at 124.9 kcal per mole.

---

# 5
The following is a quantum chemistry calculation of a molecular structure, C38H44Cl3GeN3ORuSi2 in a non-equilibrium geometry, from the OMol25 dataset.

Each line ends with the Mulliken charge.
CARTESIAN COORDINATES (ANGSTROEM)
1 Ru 13.793 10.625 10.303  -1.845
2 Ge 12.326 12.163 8.789  3.103
3 Cl 9.297 12.691 14.989  -0.246
4 Cl 9.834 8.081 12.214  -0.231
5 Cl 13.477 12.207 11.857  -0.090
6 Si 15.225 8.639 12.801  0.147
7 Si 16.175 11.354 7.865  0.744
8 O 12.122 9.580 11.090  -0.501
9 N 15.449 11.572 9.488  1.265
10 N 15.440 9.838 11.558  0.969
11 N 14.189 9.188 9.070  0.157
12 C 16.285 11.845 10.534  -0.345
13 C 10.539 9.538 12.799  0.473
14 C 10.182 11.181 5.319  -0.705
15 C 10.774 11.923 6.300  -1.045
16 C 9.980 15.498 11.399  -0.988
17 C 14.133 5.629 9.059  -0.922
18 C 9.842 13.391 10.182  0.640
19 C 16.791 7.645 12.814  -1.440
20 C 9.869 10.248 13.792  -0.451
21 C 9.867 9.816 5.443  -0.615
22 C 7.714 12.249 10.157  -0.962
23 C 12.944 13.738 7.647  -1.869
24 C 10.290 11.522 14.183  -0.071
25 C 11.493 12.016 13.670  -1.043
26 C 7.772 14.450 11.087  -0.843
27 C 7.037 13.293 10.791  -0.633
28 C 14.462 8.128 8.597  0.567
29 C 16.875 13.042 7.360  -1.436
30 C 15.004 9.305 14.561  -1.216
31 C 11.898 14.629 10.234  -0.545
32 C 11.182 11.256 7.463  0.519
33 C 11.328 15.543 11.146  -0.948
34 C 12.173 11.307 12.686  0.765
35 C 18.100 12.273 12.645  -0.822
36 C 17.997 13.255 11.632  -0.750
37 C 17.637 10.198 8.126  -1.209
38 C 16.398 10.827 11.620  1.065
39 C 9.189 14.424 10.954  1.217
40 C 15.015 10.873 6.464  -0.537
41 C 13.749 7.503 12.306  -0.711
42 C 11.625 10.126 12.151  0.262
43 C 17.338 11.100 12.631  -0.642
44 C 10.123 9.219 6.719  -0.856
45 C 14.709 6.720 8.214  -1.080
46 C 11.179 13.491 9.851  0.290
47 C 9.042 12.273 9.793  -0.634
48 C 10.672 9.992 7.721  0.140
49 C 17.011 13.143 10.644  -0.545
50 H 17.265 7.566 11.852  0.382
51 H 17.506 8.026 13.512  0.396
52 H 16.657 6.596 13.093  0.407
53 H 12.050 14.400 7.550  0.581
54 H 17.611 9.718 9.073  0.244
55 H 8.951 9.735 14.254  0.282
56 H 14.018 10.631 6.828  -0.194
57 H 17.639 9.476 7.335  0.374
58 H 12.890 7.646 13.014  0.201
59 H 14.487 4.667 8.659  0.389
60 H 11.982 16.219 11.684  0.444
61 H 14.979 11.759 5.796  0.285
62 H 13.251 13.421 6.617  0.394
63 H 13.810 14.242 8.101  0.144
64 H 15.359 10.003 5.904  0.477
65 H 14.573 5.721 10.078  0.104
66 H 17.442 10.441 13.499  0.248
67 H 10.944 12.969 6.105  0.346
68 H 14.559 6.598 7.156  0.493
69 H 16.854 13.047 6.266  0.408
70 H 12.871 14.929 9.864  0.205
71 H 16.800 13.903 9.809  0.235
72 H 13.402 7.596 11.292  -0.074
73 H 10.964 9.561 8.700  0.289
74 H 6.005 13.208 11.072  0.456
75 H 15.792 6.618 8.187  0.336
76 H 15.238 10.370 14.657  0.371
77 H 9.480 16.313 11.875  0.426
78 H 11.838 13.011 13.971  0.470
79 H 16.251 13.836 7.821  0.218
80 H 15.571 8.655 15.259  0.414
81 H 18.589 10.795 8.108  0.218
82 H 13.050 5.713 9.109  0.313
83 H 9.604 9.226 4.602  0.414
84 H 13.946 9.135 14.935  0.337
85 H 10.053 11.672 4.350  0.328
86 H 14.122 6.443 12.469  0.444
87 H 7.140 11.335 10.018  0.421
88 H 7.331 15.423 11.362  0.365
89 H 9.563 11.425 9.393  0.503
90 H 9.944 8.122 6.849  0.353
91 H 17.895 13.230 7.710  0.303
92 H 18.810 12.397 13.470  0.394
93 H 18.783 14.061 11.584  0.310

As for the spin multiplicity: 5. The gap between HOMO and LUMO (alpha / beta) is 3.786 / 3.705 eV. For the HOMO energy (alpha / beta), the calculation gives -4.1775 / -7.0703 eV.

---

# 6
The following is a quantum chemistry calculation of 5 unconnected molecules or ions with the total composition C2H12O4, from the OMol25 dataset.

Each line ends with the Mulliken charge.
CARTESIAN COORDINATES (ANGSTROEM)
1 O 1.070 -2.212 1.310  -0.679
2 O 0.355 2.020 0.169  -0.660
3 O 2.312 0.208 0.674  -0.664
4 O -2.335 2.103 -0.433  -0.474
5 C -1.474 -0.879 -0.518  -0.615
6 C -0.399 -0.853 -1.412  -0.080
7 H -1.486 -0.192 0.326  0.486
8 H 0.675 2.914 0.335  0.293
9 H 0.449 -0.194 -1.247  0.315
10 H 1.994 -0.671 0.938  0.387
11 H -2.413 1.499 -1.182  0.355
12 H -1.383 2.099 -0.196  0.423
13 H 0.342 -2.104 0.691  0.297
14 H -0.408 -1.533 -2.258  0.284
15 H 3.212 0.305 1.001  0.300
16 H 0.660 -2.400 2.169  0.359
17 H -2.303 -1.556 -0.692  0.282
18 H 1.131 1.444 0.324  0.389

As for the spin multiplicity: 2. The gap between HOMO and LUMO (alpha / beta) is 9.925 / 4.962 eV. As for the net charge: +1. For the HOMO energy (alpha / beta), the calculation gives -15.4041 / -15.0886 eV. The calculation puts the energy relative to the best compared isomer or geometry (same formula, charge and spin) at 16.9 kcal per mole.

---

# 7
The following is a quantum chemistry calculation of 2 unconnected molecules or ions with the total composition C3H7ClN3O in a non-equilibrium geometry, from the OMol25 dataset.

Each line ends with the Mulliken charge.
CARTESIAN COORDINATES (ANGSTROEM)
1 Cl 4.851 0.984 0.179  -0.112
2 O 2.391 -2.114 -0.140  -0.433
3 N 0.097 1.694 -0.221  -0.729
4 N -1.938 0.109 -0.059  -0.505
5 N 2.269 0.676 -0.153  -0.216
6 C 3.578 -0.100 0.031  0.144
7 C 3.492 -1.422 0.024  0.047
8 C 1.267 1.359 -0.173  0.439
9 H 4.489 -1.949 -0.110  0.253
10 H -1.377 -0.689 0.118  0.370
11 H -1.086 0.815 -0.016  0.343
12 H -2.536 0.099 -0.992  0.383
13 H -2.486 0.430 0.640  0.369
14 H -0.338 2.373 -0.917  0.280
15 H 2.593 -3.025 -0.299  0.366

The gap between HOMO and LUMO is 8.624 eV. As for the net charge: +1. For the HOMO energy, the calculation gives -12.0824 eV. The calculation puts the energy relative to the best compared isomer or geometry (same formula, charge and spin) at 57.8 kcal per mole.

---

# 8
The following is a quantum chemistry calculation of a molecular structure, C41H42N7O5Sr, from the OMol25 dataset.

Each line ends with the Mulliken charge.
CARTESIAN COORDINATES (ANGSTROEM)
1 Sr -0.204 -0.291 0.408  1.148
2 O 2.657 3.274 1.893  -0.794
3 O -2.286 -0.447 4.611  -0.828
4 O 2.316 -3.887 0.754  -0.773
5 O -1.834 -1.122 -1.369  0.125
6 O 0.826 1.949 0.720  -0.519
7 N 2.510 -1.557 0.755  -0.035
8 N -1.238 -2.785 -3.130  0.113
9 N 0.230 -1.758 2.472  0.641
10 N -0.340 2.922 -1.031  -1.356
11 N 1.320 -2.153 -2.274  0.170
12 N -1.017 1.710 -1.141  1.391
13 N -1.758 -0.001 2.397  1.261
14 C -4.499 3.060 1.590  -0.971
15 C 2.352 4.281 1.058  0.288
16 C -5.229 -0.950 -2.662  -0.605
17 C 0.584 -3.202 -1.609  -0.296
18 C 4.909 -3.198 1.438  -1.736
19 C -4.791 1.750 1.246  -0.697
20 C 5.834 -2.394 -0.714  -0.577
21 C 0.675 -1.289 -3.238  -0.296
22 C 2.079 -2.743 1.193  0.374
23 C 3.077 5.470 1.184  -0.799
24 C 1.109 5.280 -0.746  -0.476
25 C -0.343 -2.477 4.667  -0.615
26 C 3.759 -0.611 -1.115  0.825
27 C 2.803 0.535 -1.239  -0.328
28 C 1.411 -3.571 3.462  -1.103
29 C -3.337 3.338 2.296  -0.951
30 C -4.370 1.266 -2.487  -0.914
31 C 1.350 4.179 0.078  0.275
32 C -4.271 -0.712 1.272  -1.610
33 C -0.533 -1.662 3.565  0.232
34 C -1.194 2.625 3.414  -1.453
35 C -0.447 -3.867 -2.501  -1.067
36 C -5.406 0.415 -2.828  -0.846
37 C 4.766 -2.387 0.181  1.008
38 C 2.817 6.541 0.355  -0.336
39 C -0.395 -1.998 -4.060  -1.000
40 C 4.837 -0.657 -1.990  -0.547
41 C -1.637 -0.609 3.568  -1.009
42 C 5.865 -1.574 -1.825  -1.049
43 C -2.443 2.330 2.637  1.382
44 C -2.165 1.853 -1.682  -1.195
45 C -2.723 1.013 2.244  -0.605
46 C -2.971 -0.582 -1.821  0.259
47 C 1.188 -2.678 2.420  0.005
48 C -4.031 -1.434 -2.164  0.060
49 C -3.919 0.718 1.575  1.436
50 C 0.643 -3.452 4.607  -0.532
51 C 0.563 2.918 -0.084  0.955
52 C -3.147 0.809 -1.987  0.892
53 C 3.643 -1.562 -0.072  0.056
54 C 1.827 6.453 -0.621  -0.829
55 H 0.027 -4.467 -3.284  0.404
56 H 1.286 -3.928 -1.204  0.722
57 H 6.671 -3.053 -0.506  0.391
58 H -6.340 0.811 -3.203  0.385
59 H 1.757 0.242 -1.254  -0.725
60 H 2.038 2.536 1.651  0.088
61 H 4.416 -2.701 2.277  0.343
62 H -4.466 -1.256 2.201  0.404
63 H 2.179 -4.324 3.350  0.539
64 H -5.158 -0.768 0.640  0.389
65 H -0.981 -2.324 5.526  0.525
66 H -2.473 2.870 -1.934  0.149
67 H 0.809 -4.115 5.448  0.403
68 H -3.910 -2.494 -1.964  0.475
69 H -6.031 -1.640 -2.896  0.375
70 H -4.499 2.337 -2.596  0.367
71 H 1.620 7.293 -1.271  0.404
72 H 0.205 -0.427 -2.750  -0.093
73 H 1.432 -0.889 -3.912  0.580
74 H 2.912 1.216 -0.394  0.240
75 H 4.881 0.069 -2.794  0.380
76 H 2.287 -2.364 -2.451  0.337
77 H 3.390 7.454 0.468  0.362
78 H 5.966 -3.310 1.683  0.522
79 H -1.118 -4.496 -1.917  0.394
80 H -0.306 2.337 2.849  0.210
81 H -1.582 -2.029 -2.251  -0.665
82 H 4.453 -4.183 1.341  0.243
83 H -1.187 2.061 4.349  0.322
84 H 3.843 5.517 1.948  0.464
85 H 0.050 -2.676 -4.794  0.391
86 H -1.033 -1.276 -4.570  0.455
87 H 6.701 -1.601 -2.513  0.369
88 H 0.053 -2.826 -0.723  -0.278
89 H 0.331 5.180 -1.490  0.438
90 H -2.060 -3.142 -3.604  0.450
91 H -1.123 3.689 3.645  0.418
92 H -3.456 -1.238 0.772  0.079
93 H -5.178 3.860 1.321  0.402
94 H 2.991 1.100 -2.154  0.475
95 H -3.110 4.359 2.584  0.364
96 H -5.706 1.516 0.711  0.350

The gap between HOMO and LUMO is 6.700 eV. As for the net charge: -1. For the HOMO energy, the calculation gives -4.9257 eV. The calculation puts the energy relative to the best compared isomer or geometry (same formula, charge and spin) at 0.0 kcal per mole.

---

no.,E_tot (eV)
1,-23734.7443
2,-42089.2067
3,-43613.0216
4,-10311.5347
5,-159054.2051
6,-10448.0587
7,-22255.3888
8,-64709.7546